Density functional theory data (wB97M-V/def2-TZVPD) for a 11-piece molecular cluster, C22H66O11 overall in a non-equilibrium geometry.

Computed properties:
**Gap between HOMO and LUMO**: 10.4 eV
**E_LUMO**: 0.0194 Eh
**Energy relative to the best compared isomer or geometry (same formula, charge and spin)**: 2.279 eV

Last column: Löwdin charge in e.
Geometry (Å):
C -12.93445 -10.73360 21.73437  -0.096
C -14.00589 -10.17907 22.62397  -0.292
O -14.24053 -8.78860 22.33860  -0.094
H -12.74992 -11.80437 21.87547  0.083
H -11.96860 -10.25479 21.94027  0.071
H -13.15350 -10.59094 20.67436  0.061
H -13.76675 -10.26043 23.68421  0.111
H -14.96802 -10.64026 22.40678  0.100
H -13.39621 -8.33703 22.20783  0.046
C -13.54969 -3.07828 17.81987  -0.077
C -12.84805 -2.10656 16.87063  -0.323
O -13.70699 -1.61478 15.85665  -0.070
H -13.78753 -3.91868 17.17027  0.057
H -14.39635 -2.60456 18.31010  0.074
H -12.80705 -3.39908 18.55371  0.065
H -12.07608 -2.75103 16.43383  0.082
H -12.35633 -1.26480 17.36045  0.112
H -13.52655 -2.05118 15.02130  0.078
C -12.24055 -11.57605 16.85592  -0.101
C -13.50465 -11.47503 16.06344  -0.308
O -14.52971 -12.21044 16.74065  -0.084
H -11.39702 -11.15444 16.29335  0.076
H -11.97381 -12.62422 17.00770  0.083
H -12.33652 -11.07226 17.81483  0.054
H -13.42094 -11.85413 15.04422  0.111
H -13.82526 -10.42714 15.99701  0.104
H -15.27823 -11.63942 16.95116  0.035
C -10.02874 -5.41608 13.52420  -0.088
C -11.11276 -6.45020 13.56533  -0.290
O -12.08609 -6.01904 14.55691  -0.110
H -10.42599 -4.40620 13.39103  0.077
H -9.36302 -5.56372 12.67258  0.079
H -9.47841 -5.37909 14.46432  0.055
H -10.74293 -7.42873 13.88099  0.106
H -11.59348 -6.54275 12.58788  0.112
H -12.90957 -6.50167 14.42359  0.060
C -8.92668 -4.62260 17.35000  -0.077
C -9.37201 -3.29972 16.80512  -0.346
O -8.23895 -2.57378 16.33288  -0.070
H -8.18947 -4.39633 18.11791  0.085
H -8.44620 -5.20073 16.55712  0.069
H -9.80131 -5.19015 17.66442  0.063
H -9.90161 -2.74474 17.59435  0.107
H -10.09683 -3.36133 15.98224  0.090
H -8.54097 -1.73678 15.97020  0.082
C -16.33442 -5.16098 13.65105  -0.080
C -15.71323 -5.40676 15.02297  -0.317
O -15.42567 -6.79399 15.13568  -0.096
H -16.07875 -4.17015 13.27299  0.067
H -17.42181 -5.21738 13.70807  0.070
H -15.99739 -5.91821 12.94466  0.073
H -16.46737 -5.16783 15.77847  0.109
H -14.81751 -4.78933 15.13500  0.089
H -15.31563 -7.03420 16.06785  0.032
C -16.13196 -6.23444 20.47943  -0.079
C -16.32382 -5.35194 19.26865  -0.328
O -17.63537 -4.81294 19.19216  -0.067
H -16.81159 -7.08629 20.48378  0.065
H -16.20947 -5.70956 21.43297  0.081
H -15.10249 -6.60823 20.45391  0.063
H -16.14010 -5.96318 18.37827  0.090
H -15.53223 -4.59649 19.31453  0.095
H -17.59672 -3.89608 18.91137  0.077
C -9.74392 -8.53322 17.61881  -0.075
C -9.72744 -9.66808 18.60871  -0.266
O -10.76946 -9.56136 19.61274  -0.108
H -10.48094 -8.63624 16.81726  0.070
H -8.79621 -8.41206 17.09382  0.085
H -9.96298 -7.59370 18.12608  0.037
H -8.76522 -9.66180 19.13150  0.116
H -9.82323 -10.62358 18.08764  0.100
H -10.73333 -10.38884 20.10261  0.078
C -12.82515 -6.80102 18.02891  -0.054
C -13.40140 -8.20722 18.04153  -0.260
O -14.71932 -8.02738 17.51868  -0.104
H -12.69241 -6.46187 17.00094  0.069
H -11.83903 -6.79108 18.50280  0.042
H -13.43473 -6.12571 18.62735  0.064
H -13.51780 -8.58720 19.06262  0.107
H -12.76607 -8.88525 17.46945  0.085
H -15.17692 -8.87499 17.60241  0.048
C -17.41389 -10.98843 19.95139  -0.069
C -16.45016 -10.16179 19.13459  -0.297
O -16.56200 -10.40290 17.72630  -0.090
H -17.29326 -12.03473 19.65906  0.084
H -18.46103 -10.73571 19.77223  0.078
H -17.18213 -10.89516 21.01077  0.072
H -15.45724 -10.54240 19.39807  0.112
H -16.44339 -9.10433 19.41153  0.102
H -17.43659 -10.11831 17.44007  0.112
C -11.01295 -5.04413 21.14950  -0.078
C -10.48510 -6.46872 21.09015  -0.290
O -11.58150 -7.36915 21.29554  -0.106
H -10.20749 -4.33057 20.94900  0.074
H -11.42034 -4.82576 22.13388  0.077
H -11.76374 -4.87909 20.37351  0.052
H -9.78438 -6.59589 21.92081  0.112
H -10.02405 -6.66778 20.12296  0.089
H -11.50446 -8.12425 20.70314  0.025

Density functional theory data (wB97M-V/def2-TZVPD) for a 11-piece molecular cluster, C22H66O19 overall in a non-equilibrium geometry.

Computed properties:
**Gap between HOMO and LUMO**: 10.3 eV
**E_LUMO**: 0.0157 Eh
**Energy relative to the best compared isomer or geometry (same formula, charge and spin)**: 0.679 eV

Last column: Löwdin charge in e.
Geometry (Å):
C 11.16432 12.68689 7.82998  -0.082
C 10.37234 11.38283 7.98803  -0.294
O 10.45479 10.90195 9.34267  -0.085
H 11.08040 13.09575 6.79026  0.086
H 12.23535 12.46035 7.97702  0.074
H 10.85161 13.41576 8.56047  0.065
H 10.56084 10.57654 7.26025  0.116
H 9.31810 11.54006 7.81153  0.101
H 11.27865 10.45758 9.43864  0.066
C 11.88582 5.43444 10.91969  -0.083
C 12.03904 5.31874 12.44869  -0.356
O 11.28928 6.12989 13.27222  -0.092
H 12.44604 4.67234 10.40983  0.063
H 12.24399 6.38384 10.54224  0.058
H 10.80244 5.38804 10.68638  0.079
H 13.10510 5.52046 12.69238  0.104
H 11.74771 4.24019 12.74430  0.134
H 11.14349 6.98204 12.86027  0.050
C 7.62919 6.53681 12.51614  -0.102
C 7.33362 6.85964 13.92778  -0.314
O 7.23342 8.30834 14.13182  -0.119
H 7.54286 5.40838 12.34727  0.107
H 8.54556 7.04841 12.16679  0.075
H 6.75226 6.86823 11.92098  0.080
H 8.08254 6.48349 14.59239  0.078
H 6.32746 6.44823 14.23083  0.127
H 7.09234 8.50850 15.10389  0.078
C 12.55600 13.65758 14.11366  -0.228
C 13.37973 13.01368 15.16426  -0.191
O 12.73418 11.89926 15.86956  -0.100
O 11.35226 14.31265 14.57573  -0.102
H 12.17844 12.93643 13.41910  0.087
H 12.97104 14.47449 13.51278  0.136
H 13.69218 13.74611 15.90870  0.118
H 14.32292 12.61551 14.61312  0.140
H 12.19878 11.37094 15.26788  0.054
H 10.72913 13.57060 14.77762  0.069
C 13.59396 9.23279 12.97575  -0.246
C 13.90697 8.72203 14.38596  -0.269
O 15.09082 9.22600 14.91998  -0.030
O 12.33874 8.88556 12.47630  -0.087
H 14.36465 8.93864 12.30546  0.110
H 13.56921 10.33848 13.08286  0.121
H 13.95937 7.59316 14.41657  0.132
H 12.98380 8.86422 14.98462  0.114
H 14.94472 10.08073 15.28409  0.058
H 11.76250 9.69562 12.44346  0.071
C 10.90343 11.08265 19.37894  -0.182
C 9.66558 10.61368 20.16553  -0.217
O 8.46438 11.36093 19.96788  -0.080
O 10.75660 10.98504 17.95142  -0.113
H 11.87497 10.61377 19.70206  0.137
H 10.98360 12.18254 19.59351  0.129
H 9.82572 10.58189 21.20812  0.104
H 9.43025 9.56832 19.86276  0.126
H 7.89836 10.80943 19.37304  0.061
H 11.47197 11.48771 17.51200  0.084
C 9.52352 10.70957 14.32182  -0.208
C 9.42544 11.22131 12.96798  -0.201
O 10.70769 11.39946 12.34177  -0.071
O 10.20035 11.63864 15.19473  -0.114
H 10.16005 9.86375 14.29489  0.109
H 8.54292 10.51153 14.67333  0.087
H 8.98546 12.19346 12.98498  0.115
H 8.80482 10.54307 12.44424  0.121
H 10.55115 11.62988 11.41490  0.071
H 9.54933 11.92440 15.91532  0.058
C 10.36462 15.46873 17.89807  -0.249
C 11.63518 16.32633 17.87695  -0.176
O 11.76845 16.75530 16.45966  -0.118
O 9.28588 16.16961 17.26879  -0.084
H 10.14237 15.24067 18.98871  0.136
H 10.61391 14.50900 17.41855  0.098
H 12.59217 15.96396 18.18223  0.106
H 11.43405 17.21717 18.37993  0.093
H 11.67138 15.90947 15.95203  0.053
H 9.68326 16.66845 16.49800  0.094
C 8.27155 15.56250 13.19593  -0.253
C 7.46746 16.79775 13.44032  -0.228
O 7.58756 17.17898 14.82745  -0.075
O 8.14373 14.53595 14.18870  -0.072
H 9.30003 15.85428 13.11071  0.103
H 7.99978 15.20835 12.16339  0.135
H 6.36806 16.74103 13.26282  0.126
H 7.93982 17.66618 12.87881  0.141
H 7.02008 16.59456 15.29954  0.061
H 8.55997 14.92691 14.97204  0.065
C 9.31823 6.51203 17.56682  -0.230
C 10.15439 7.68326 17.16862  -0.234
O 9.42571 8.82350 16.74171  -0.119
O 10.16492 5.60422 18.30703  -0.072
H 8.76766 6.00272 16.75728  0.113
H 8.52339 6.79843 18.25101  0.122
H 10.81639 7.42248 16.37085  0.113
H 10.72410 7.90975 18.10567  0.139
H 10.00212 9.59272 17.11936  0.099
H 10.84604 5.23228 17.72057  0.095
C 7.10266 12.32268 17.02853  -0.134
C 6.61964 10.82335 16.73763  -0.186
O 7.22150 10.08868 17.78757  -0.132
O 8.54266 12.34456 17.08481  -0.098
H 6.62200 12.69092 17.95771  0.131
H 6.83378 12.99472 16.18102  0.118
H 6.92300 10.35868 15.77895  0.088
H 5.53935 10.65804 16.77956  0.117
H 7.98717 9.53675 17.39283  0.080
H 8.87889 12.07790 17.93976  0.051

| no. | calculated total energy (eV) |
| --- | --- |
| 1 | -46404.4641 |
| 2 | -62781.6828 |